Record 1
# C4H10NOS

An isolated ion of composition C4H10NOS and charge +1 in a non-equilibrium geometry (ωB97M-V/def2-TZVPD, the OMol25 dataset).

LUMO level = -3.164 eV
E_HOMO = -13.867 eV
orbital gap = 10.70 eV
SMILES string = C=C(O)[N@H+](C)CS
total energy = -18674.162 eV
energy above the lowest of the compared OMol25 structures with the same formula, charge and spin = 67.9 kcal per mole

Structure (ORCA input):
```
! wB97M-V def2-TZVPD RIJCOSX def2/J DEFGRID3
* xyz 1 1
C 0.88 2.04 0.67
C 0.73 1.01 -0.11
C 0.70 -1.35 0.67
C -1.19 -0.38 -0.80
N -0.12 -0.15 0.26
O 1.08 0.80 -1.45
S -2.83 -0.71 0.18
H 1.69 2.71 0.28
H 0.68 2.14 1.67
H 0.48 -1.68 1.68
H 0.32 -2.15 -0.01
H 1.81 -1.26 0.45
H -0.94 -1.24 -1.31
H -1.27 0.40 -1.59
H -0.48 0.24 1.16
H 1.25 1.65 -1.81
H -2.79 -2.06 0.07
*
```

Record 2
# C4H8N2O

A 2-piece molecular cluster, C4H8N2O overall (ωB97M-V/def2-TZVPD, the OMol25 dataset).

LUMO level = 1.179 eV
E_HOMO = -8.504 eV
orbital gap = 9.68 eV
total energy = -9302.003 eV
energy above the lowest of the compared OMol25 structures with the same formula, charge and spin = 101.2 kcal per mole

Structure (ORCA input):
```
! wB97M-V def2-TZVPD RIJCOSX def2/J DEFGRID3
* xyz 0 1
C 1.13 1.50 0.85
C 0.73 1.17 -0.37
C -0.21 1.18 -1.48
N 1.12 0.51 -1.53
C -0.86 -1.33 0.50
O -0.20 -1.19 1.66
N -1.52 -2.49 0.55
H 2.13 1.26 1.19
H 0.48 2.06 1.52
H 0.29 -0.36 1.58
H -1.04 0.49 -1.46
H -0.34 2.11 -2.03
H 1.83 0.98 -2.08
H -2.05 -2.78 -0.25
H -1.47 -3.11 1.36
*
```

Record 3
# C42H56N4O14

A 10-piece molecular cluster, C42H56N4O14 overall in a non-equilibrium geometry (ωB97M-V/def2-TZVPD, the OMol25 dataset).

LUMO level = -0.796 eV
E_HOMO = -8.995 eV
orbital gap = 8.20 eV
SMILES string = O=[N+]([O-])c1ccccc1.O=[N+]([O-])c1ccccc1.O=[N+]([O-])c1ccccc1.O=[N+]([O-])c1ccccc1.CC(C)=O.CC(C)=O.CC(C)=O.CC(C)=O.CC(C)=O.CC(C)=O
total energy = -79076.171 eV
energy above the lowest of the compared OMol25 structures with the same formula, charge and spin = 0.0 kcal per mole

Structure (ORCA input):
```
! wB97M-V def2-TZVPD RIJCOSX def2/J DEFGRID3
* xyz 0 1
C -0.72 3.28 -2.81
C 0.24 2.35 -3.21
C 1.29 2.75 -4.01
C 1.38 4.09 -4.38
C 0.47 5.03 -3.92
C -0.61 4.62 -3.15
N 2.48 4.54 -5.25
O 2.44 5.66 -5.70
O 3.35 3.74 -5.48
H -1.51 2.91 -2.17
H 0.21 1.32 -2.90
H 1.99 2.00 -4.36
H 0.50 6.05 -4.28
H -1.38 5.32 -2.87
C 4.10 -0.95 -2.77
C 4.77 -1.62 -1.77
C 4.12 -2.67 -1.11
C 2.89 -3.09 -1.58
C 2.25 -2.42 -2.61
C 2.82 -1.30 -3.20
N 2.25 -4.21 -0.93
O 1.07 -4.45 -1.10
O 2.94 -4.95 -0.25
H 4.59 -0.15 -3.30
H 5.81 -1.42 -1.55
H 4.64 -3.14 -0.29
H 1.28 -2.70 -3.00
H 2.22 -0.75 -3.91
C -2.21 0.32 -1.89
C -1.41 -0.82 -2.07
C -0.84 -1.42 -0.97
C -0.90 -0.83 0.28
C -1.69 0.31 0.46
C -2.21 0.95 -0.66
N -0.28 -1.48 1.41
O 0.48 -2.40 1.19
O -0.41 -1.07 2.55
H -2.75 0.70 -2.75
H -1.34 -1.24 -3.07
H -0.23 -2.31 -1.05
H -1.81 0.73 1.45
H -2.85 1.81 -0.50
C -0.50 1.62 6.14
C 0.37 0.91 5.34
C 1.41 0.18 5.92
C 1.57 0.21 7.30
C 0.71 0.96 8.10
C -0.32 1.66 7.52
N 2.73 -0.41 7.92
O 3.16 0.14 8.91
O 3.27 -1.36 7.39
H -1.35 2.11 5.67
H 0.25 0.98 4.27
H 2.18 -0.26 5.30
H 0.75 0.90 9.18
H -1.01 2.21 8.15
C 3.07 -3.38 3.23
C 2.71 -4.23 4.41
O 3.25 -5.29 4.61
C 1.60 -3.74 5.31
H 3.83 -3.75 2.55
H 3.48 -2.49 3.74
H 2.18 -3.08 2.68
H 1.91 -3.01 6.06
H 1.21 -4.62 5.83
H 0.77 -3.35 4.71
C -6.25 2.10 -3.07
C -4.88 2.69 -3.22
O -4.05 2.14 -3.92
C -4.47 3.92 -2.45
H -6.59 2.10 -2.04
H -6.24 1.08 -3.46
H -6.91 2.61 -3.78
H -5.07 4.77 -2.79
H -3.43 4.14 -2.64
H -4.67 3.79 -1.38
C 1.32 1.80 1.42
C 1.74 2.23 0.03
O 2.14 1.45 -0.80
C 1.52 3.69 -0.27
H 2.05 2.18 2.14
H 1.25 0.73 1.58
H 0.36 2.28 1.61
H 0.45 3.93 -0.34
H 1.94 3.90 -1.26
H 1.98 4.37 0.45
C -4.27 3.42 1.82
C -2.81 3.74 1.98
O -2.19 4.26 1.07
C -2.19 3.53 3.30
H -4.45 2.38 1.51
H -4.67 4.04 1.02
H -4.83 3.49 2.75
H -1.12 3.68 3.39
H -2.37 2.52 3.71
H -2.67 4.18 4.04
C 0.98 -1.37 -7.24
C -0.07 -0.90 -6.29
O 0.19 -0.25 -5.30
C -1.49 -1.41 -6.54
H 0.65 -1.18 -8.26
H 1.09 -2.43 -7.02
H 1.92 -0.84 -7.11
H -1.91 -1.84 -5.63
H -1.46 -2.15 -7.33
H -2.10 -0.55 -6.80
C 0.53 -5.92 2.27
C -0.82 -6.13 1.63
O -1.77 -5.45 1.97
C -0.89 -7.11 0.50
H 0.45 -6.06 3.35
H 0.81 -4.88 2.12
H 1.31 -6.61 1.95
H -0.67 -8.10 0.88
H -0.16 -6.84 -0.27
H -1.84 -7.10 -0.03
*
```

Record 4
# C4H38O16

A 15-piece molecular cluster, C4H38O16 overall in a non-equilibrium geometry (ωB97M-V/def2-TZVPD, the OMol25 dataset).

LUMO level (alpha / beta) = -2.729 / -9.547 eV
E_HOMO (alpha / beta) = -13.477 / -13.473 eV
orbital gap (alpha / beta) = 10.75 / 3.93 eV
<S²> = 0.7554
total energy = -37509.014 eV
energy above the lowest of the compared OMol25 structures with the same formula, charge and spin = 189.0 kcal per mole

Structure (ORCA input):
```
! wB97M-V def2-TZVPD RIJCOSX def2/J DEFGRID3
* xyz 1 2
C -0.81 0.25 -2.89
C -0.02 0.93 -1.76
C 0.06 0.18 -0.47
O -1.15 -0.37 0.01
C -0.18 0.44 -4.34
O 1.18 0.33 -3.88
H -1.76 0.83 -3.10
H -1.19 -0.80 -2.67
H -0.61 1.97 -1.50
H 0.99 1.30 -1.99
H 0.22 0.90 0.41
H 0.78 -0.63 -0.29
H -1.50 -0.98 -0.77
H -0.19 1.31 -4.83
H -0.57 -0.38 -4.88
H 1.54 0.54 -4.74
H -1.02 2.86 1.96
H -0.82 2.51 0.33
O -0.68 3.15 1.08
H 1.97 -3.05 -0.66
H 1.71 -4.45 -0.57
O 1.89 -3.72 -0.08
H 3.50 -0.99 -0.22
H 3.25 -0.52 -1.69
O 3.77 -0.91 -1.03
H -2.58 -2.87 -2.32
H -1.63 -2.76 -1.24
O -1.67 -2.85 -2.13
H -0.10 -1.88 1.90
H 0.21 -3.45 1.40
O -0.48 -2.89 1.86
H 0.09 -1.13 4.53
H 0.54 0.11 3.80
O 0.43 -0.93 3.69
H -3.67 -1.40 2.74
H -2.52 -1.20 3.53
O -3.35 -0.64 3.35
H -3.18 -3.91 0.14
H -1.83 -3.36 0.74
O -2.69 -2.96 0.40
H -1.86 0.43 1.90
H -0.25 1.09 1.68
O -1.03 0.97 2.28
H -1.42 3.82 -1.84
H -2.80 4.08 -1.09
O -2.08 3.40 -1.28
H 1.16 3.56 -0.17
H 0.54 4.78 0.18
O 0.91 4.34 -0.65
H 3.23 1.68 3.27
H 3.58 0.40 2.25
O 3.18 1.37 2.26
H 2.50 -2.04 -3.32
H 1.24 -1.66 -2.55
O 2.07 -2.05 -2.43
H 1.13 2.82 3.31
H -0.30 2.69 3.77
O 0.62 2.39 3.97
*
```

Record 5
# C3H6ClN3O

One molecule with the formula C3H6ClN3O (ωB97M-V/def2-TZVPD, the OMol25 dataset).

LUMO level = 0.676 eV
E_HOMO = -10.312 eV
orbital gap = 10.99 eV
SMILES string = [H]/N=C(/CCl)NNC=O
total energy = -22247.939 eV
energy above the lowest of the compared OMol25 structures with the same formula, charge and spin = 0.2 kcal per mole

Structure (ORCA input):
```
! wB97M-V def2-TZVPD RIJCOSX def2/J DEFGRID3
* xyz 0 1
C -0.28 1.63 1.52
C -0.56 0.48 0.58
C 0.83 -2.05 -1.24
H 0.42 1.34 2.30
H -1.23 1.92 1.99
H -1.75 -0.85 -0.03
H 1.17 0.82 -0.43
H -0.18 -0.49 -2.09
H 1.38 -2.26 -0.32
N -1.71 -0.05 0.62
N 0.52 0.08 -0.20
N 0.27 -0.80 -1.23
O 0.67 -2.81 -2.17
Cl 0.44 3.05 0.68
*
```

Record 6
# FHOS

A 2-piece molecular cluster, FHOS overall in a non-equilibrium geometry (ωB97M-V/def2-TZVPD, the OMol25 dataset).

LUMO level = -2.163 eV
E_HOMO = -8.600 eV
orbital gap = 6.44 eV
SMILES string = O=S.F
total energy = -15613.664 eV
energy above the lowest of the compared OMol25 structures with the same formula, charge and spin = 31.9 kcal per mole

Structure (ORCA input):
```
! wB97M-V def2-TZVPD RIJCOSX def2/J DEFGRID3
* xyz 0 1
H -1.68 -0.78 0.24
O 0.98 0.87 -0.04
F -1.40 0.03 -0.12
S 2.10 -0.13 -0.08
*
```

Record 7
# C5H4N2

One molecule with the formula C5H4N2 (ωB97M-V/def2-TZVPD, the OMol25 dataset).

LUMO level = -0.241 eV
E_HOMO = -8.751 eV
orbital gap = 8.51 eV
total energy = -8223.669 eV
energy above the lowest of the compared OMol25 structures with the same formula, charge and spin = 134.3 kcal per mole

Structure (ORCA input):
```
! wB97M-V def2-TZVPD RIJCOSX def2/J DEFGRID3
* xyz 0 1
C 2.57 -0.61 0.43
C 1.48 -0.48 -0.07
C 0.19 -0.26 -0.69
C -0.90 -1.12 -0.42
C -1.89 -0.46 0.24
N -1.62 0.90 0.49
N -0.50 1.24 0.06
H 3.53 -0.68 0.91
H 0.28 0.05 -1.75
H -2.86 -0.80 0.58
H -0.27 2.22 0.23
*
```

Record 8
# H14O7

A 7-piece molecular cluster, H14O7 overall in a non-equilibrium geometry (ωB97M-V/def2-TZVPD, the OMol25 dataset).

LUMO level = 0.179 eV
E_HOMO = -8.696 eV
orbital gap = 8.87 eV
SMILES string = O.O.O.O.O.O.O
total energy = -14557.209 eV
energy above the lowest of the compared OMol25 structures with the same formula, charge and spin = 98.1 kcal per mole

Structure (ORCA input):
```
! wB97M-V def2-TZVPD RIJCOSX def2/J DEFGRID3
* xyz 0 1
H 1.09 1.16 -0.81
H 1.10 0.53 0.57
H -1.96 4.18 1.87
H -2.08 2.73 1.44
H -3.29 -2.28 -1.61
H -3.66 -1.07 -0.75
H 1.42 -2.62 -2.42
H 2.41 -2.58 -1.27
H -0.94 -0.81 -0.45
H -1.97 -1.01 0.64
H 0.34 1.13 3.15
H 1.47 2.05 3.58
H 2.63 -0.65 -1.00
H 3.19 -1.22 -2.29
O 0.65 0.48 -0.28
O -1.59 3.54 1.26
O -2.98 -1.75 -0.86
O 2.24 -3.01 -2.11
O -1.77 -0.46 -0.12
O 0.56 2.06 3.26
O 3.12 -0.40 -1.79
*
```